{
  "formula": "C33H78Cl9O20P5",
  "method": "ωB97M-V/def2-TZVPD",
  "species": ["C", "C", "H", "H", "C", "H", "H", "O", "H", "C", "H", "H", "H", "H", "P", "Cl", "H", "H", "H", "P", "C", "H", "H", "C", "H", "C", "O", "C", "H", "O", "H", "C", "O", "H", "H", "H", "H", "C", "O", "Cl", "H", "C", "C", "O", "O", "H", "H", "C", "H", "H", "H", "H", "H", "Cl", "H", "C", "Cl", "C", "Cl", "O", "H", "H", "C", "H", "C", "H", "H", "H", "O", "H", "Cl", "H", "C", "O", "Cl", "H", "C", "P", "H", "H", "H", "O", "H", "H", "P", "O", "H", "O", "C", "H", "O", "H", "Cl", "H", "O", "H", "H", "C", "H", "H", "H", "C", "C", "H", "H", "O", "P", "H", "H", "H", "C", "H", "C", "H", "H", "Cl", "C", "C", "C", "H", "H", "H", "H", "H", "O", "C", "O", "C", "H", "H", "C", "H", "H", "H", "H", "H", "C", "C", "H", "H", "O", "O", "H", "H", "H"],
  "positions_angstrom": [[6.42963, 0.91590, -1.91637], [-4.80699, -3.43015, 0.91721], [1.47282, 2.09567, 5.81117], [5.21224, -2.00970, 6.39891], [-2.09870, -6.47608, -0.73107], [-7.74053, 3.13976, -3.13206], [-6.93039, -3.56732, 1.51930], [-6.36632, 0.64763, -2.84677], [-5.06947, -2.63402, 0.22053], [6.61384, 2.06808, -0.94454], [-0.58247, 2.34522, 4.18825], [-7.12846, 4.91247, -4.56759], [-5.93160, 5.51045, -3.47133], [0.84261, -1.72442, -2.47023], [1.98728, 3.71329, 3.33085], [-3.65936, 1.10652, 3.59310], [-0.86381, 1.02936, 5.20966], [-8.39718, -0.69193, -3.03584], [4.43706, 1.57479, 0.73239], [-5.20364, 1.72231, -2.64231], [-0.93159, -1.27451, 0.23817], [6.68466, 1.80043, 0.10970], [2.32845, 3.44989, -3.30791], [-6.93072, 5.07628, -3.50827], [-2.67268, -0.01310, -2.91041], [-3.54087, -0.08763, -3.56524], [-3.83034, -4.38254, 0.40886], [-0.15016, 1.38392, 4.46597], [5.40991, 6.18170, 1.07537], [-4.07816, 1.18850, -3.67467], [1.77694, 0.54752, 5.06605], [5.77379, -2.65944, 5.72764], [-4.69724, 1.94844, -1.25071], [3.62716, 5.42912, -3.20505], [5.35869, 4.47820, 0.78694], [-6.22904, -4.77992, 0.35067], [0.37313, 1.93197, 1.87565], [2.85826, -1.18186, -2.88208], [0.57814, 3.84093, 2.49172], [3.66135, -4.50507, 1.52269], [5.18170, -3.54600, 5.50066], [-1.85121, -7.51725, -1.80997], [-7.00560, 0.48629, -4.09026], [3.14753, 3.87913, 2.18880], [3.40498, -2.12021, 3.56502], [5.50918, 5.14745, 2.38600], [3.12786, 0.97134, 1.76701], [4.96995, 5.25542, 1.44489], [3.86096, -1.33780, 1.16613], [5.35056, -0.63588, 0.47989], [7.09316, -3.74284, 6.91614], [-4.07235, -0.72390, -2.85757], [4.88267, 4.17271, -3.24542], [-5.20596, 3.14356, 2.07169], [3.21320, -1.70019, -1.99133], [-3.22434, -0.73359, -4.91562], [0.74901, -5.40959, 1.61044], [5.19697, 2.15455, 4.33511], [-6.24561, 0.38609, 2.26877], [-4.37727, -5.03279, -2.00624], [6.10675, 2.74839, 4.42319], [5.81916, 2.81369, -0.91858], [4.03743, 4.56608, -2.68071], [-4.01573, -0.75026, -5.66497], [2.96341, 3.60627, -2.43587], [1.11792, -1.37417, -4.17170], [-6.73799, 3.80280, -1.78208], [7.54416, -2.07035, 6.93132], [4.37028, 1.45594, -4.06045], [-9.01268, 0.89200, -3.44023], [1.61999, -3.73741, -0.61545], [-0.75487, -1.70386, -0.74800], [3.49182, 5.20523, 1.67330], [5.86046, -1.94189, 4.51596], [-1.53119, -2.51186, 1.37164], [-8.97571, -0.39597, -4.66661], [-5.39732, -4.30583, -4.07856], [-3.28618, -4.17910, -1.17864], [-2.46057, -7.28640, -2.68376], [3.25197, 6.04039, 2.33140], [5.54811, 1.26327, 6.22461], [4.34575, -0.05215, 4.96231], [2.24349, 3.99418, -1.71521], [3.02015, 5.40824, 0.71184], [4.55326, -1.23900, 3.84640], [3.51884, 2.49574, -1.79614], [3.17420, 0.65517, -0.02662], [5.10973, 0.40716, -1.83350], [0.28148, 2.92871, 1.44413], [-1.34992, -6.59570, 0.05194], [-3.02387, -2.77602, -1.58559], [5.00872, 2.05045, 3.26655], [0.68237, -0.61885, 0.86484], [-6.53563, -0.29463, -4.68808], [2.08353, 4.66295, 4.43673], [-6.47277, -4.58839, -2.19228], [-4.46971, -2.87756, 1.79412], [1.89448, -4.19409, 1.12904], [4.48734, 4.82515, -1.72229], [4.39073, 2.69995, 4.82562], [-1.39275, 4.32556, 1.17782], [-8.43801, 0.05233, -3.83114], [1.56978, -1.80498, -3.27821], [-2.39542, -0.24879, -5.43135], [6.78902, 1.35022, -2.84927], [-1.96563, -5.13224, -1.21369], [3.97820, 1.22610, -2.67184], [-5.50531, -3.23422, -2.20324], [-0.80890, -7.64988, -2.09996], [-2.11187, -8.51093, -1.44562], [3.74550, 0.74851, 0.89697], [-4.19706, 1.18998, 1.34410], [1.35670, 1.53641, 4.88282], [-2.84838, -1.74399, -4.75487], [-5.82991, -4.83773, 2.08031], [-2.11751, 0.03871, -0.09958], [-5.49729, -4.26552, -2.55604], [-1.19475, 3.26627, 1.01414], [5.43713, 0.88970, 5.20665], [-7.00439, 1.36974, -4.72871], [-7.66873, 5.74734, -3.06881], [3.54061, -1.35947, -3.71332], [7.94999, -3.01964, 5.46068], [1.54057, -3.26836, 1.58276], [-5.67452, 3.06167, -3.39258], [-6.85586, 3.71654, -2.86225], [5.12890, -0.38846, 2.53605], [-4.76303, 1.42383, 2.24581], [-0.23272, 0.75958, 3.57632], [6.39031, 0.43386, 4.93879], [-6.07046, -4.17881, 1.24601], [7.10435, 0.11200, -1.62209], [-6.13344, -3.62076, -4.49917], [-3.10847, -6.69717, -0.38528], [0.86418, 3.10373, 0.53973], [-1.87693, 2.57766, 1.51267], [4.57269, -0.51503, 1.23382], [7.23200, -2.87728, 6.26836], [-4.39280, -4.06102, -4.42369], [-1.39220, 3.01025, -0.02681], [2.05556, 2.15353, 3.79347], [2.70189, 0.20365, -2.52144], [-5.64353, -5.35193, -4.26066], [7.57018, 2.58202, -1.04146], [1.79931, -2.85844, -3.43834]],
  "forces_ev_per_a": [[1.38, 1.12, 1.25], [-0.59, 0.80, 0.02], [0.00, 0.34, -0.18], [-0.08, -0.33, 0.49], [0.26, -1.21, -0.17], [0.00, -0.23, 0.25], [0.17, 0.13, -0.22], [0.24, 0.68, 1.12], [0.47, -0.09, -0.54], [0.44, 0.54, 1.65], [0.29, 0.25, -0.06], [-0.25, 0.27, -0.06], [-0.11, 0.28, 0.22], [-0.09, -0.06, 0.01], [-0.87, -0.64, -0.63], [-0.49, 0.11, -0.08], [0.54, -0.41, 0.37], [-0.14, -0.11, 0.02], [-0.15, 0.20, 0.19], [2.05, 0.32, 0.25], [0.42, 0.50, 0.13], [-0.29, -0.75, 0.12], [0.42, -0.85, -0.31], [0.62, -0.24, -0.58], [0.84, 0.19, -0.65], [1.15, -1.50, 1.00], [0.56, 1.11, -1.92], [0.41, 0.57, -0.03], [-0.78, 0.35, -0.31], [-1.67, 2.13, -0.02], [0.32, 0.16, -0.42], [0.65, 0.66, 0.32], [-1.27, -0.82, -1.77], [0.27, 0.25, 0.17], [-0.30, -0.21, -0.07], [-0.71, -0.20, 0.19], [0.07, -0.06, -0.69], [0.39, -0.14, 0.23], [2.00, 0.56, 1.22], [-1.89, 0.00, -0.56], [0.37, -0.36, 0.44], [0.34, -0.06, -0.31], [-1.10, -0.69, -1.52], [-0.91, -0.04, 0.79], [0.60, 0.92, 0.47], [-0.13, -0.33, 0.25], [-0.27, 0.13, -0.18], [1.65, -0.44, 0.52], [0.35, -0.44, 0.23], [0.22, -0.21, 0.37], [0.70, -0.29, -0.09], [-1.07, -0.33, -0.59], [-0.33, -0.27, -0.40], [0.10, -0.54, 0.40], [0.30, 0.01, -0.04], [0.54, 0.14, 0.11], [0.38, -0.56, 0.11], [0.42, -0.09, 1.07], [0.85, 0.49, 0.16], [-0.17, 1.09, 0.17], [0.07, 0.26, 0.09], [-0.02, -0.03, -0.66], [1.11, 1.20, -0.17], [-0.42, -0.05, 0.42], [-1.56, 0.81, 0.13], [0.18, -0.01, -0.07], [-0.18, -0.16, 0.07], [-0.03, 0.20, -0.32], [0.07, 0.62, 0.03], [-0.14, -0.01, -0.04], [0.51, -0.69, 0.51], [0.10, -0.25, 0.45], [0.33, 0.32, -0.30], [-0.39, 1.02, -2.70], [0.32, 0.78, -0.51], [0.32, 0.21, -0.22], [-0.37, -0.59, 1.16], [0.57, -0.72, 2.06], [0.05, -0.12, -0.07], [-0.49, -0.45, 0.41], [-0.76, -0.72, 0.29], [-0.03, -0.77, -0.34], [0.06, 0.25, 0.21], [-0.59, -0.46, 0.08], [1.27, 1.57, 0.10], [0.61, -2.90, -0.32], [-0.14, -0.29, 0.30], [-1.23, 1.02, -0.95], [-2.00, 0.46, -0.63], [-0.33, 0.10, 0.21], [-0.38, -1.44, 0.12], [-0.15, -0.53, 0.29], [-1.39, -0.41, -0.54], [0.50, -0.09, 0.23], [-0.14, 0.08, -0.18], [0.26, -0.95, 0.01], [0.72, -0.38, 0.02], [0.31, 1.33, -0.55], [-0.15, 0.50, 0.09], [-0.03, 0.20, -0.36], [-0.14, -0.21, 0.16], [-0.03, 0.05, 0.85], [-0.83, 0.03, 0.16], [0.06, 0.42, 0.22], [-0.82, -0.73, -0.71], [-1.93, 1.30, -0.09], [-1.15, -2.16, 0.34], [0.70, 0.17, 0.11], [0.08, 0.55, -0.12], [-0.39, 0.07, 0.18], [1.09, -0.20, 0.43], [-0.37, -0.13, 0.09], [-2.01, -0.14, 0.01], [-0.29, -0.15, 0.16], [-0.31, -0.24, -0.02], [0.60, -0.58, 0.55], [0.26, 1.16, -0.31], [0.73, -1.20, 0.10], [0.06, 0.81, -2.35], [0.30, 0.33, 0.33], [0.03, -0.19, 0.01], [0.44, 0.56, 0.13], [-0.15, -0.23, 0.15], [0.75, -0.22, 0.54], [-0.01, -0.95, 0.19], [0.15, 0.33, 0.22], [-0.05, -1.57, 2.34], [-0.08, 0.05, -0.74], [0.09, -0.23, 0.11], [-0.07, -0.23, -0.01], [0.65, -0.79, 0.01], [-0.14, -0.14, -0.21], [-0.01, -0.19, -0.19], [0.08, 0.48, 0.46], [0.74, -0.19, 0.36], [-0.20, 0.55, 0.59], [-1.65, 0.60, -1.06], [-1.97, -0.26, 0.14], [-0.12, 0.00, 0.06], [0.40, 0.25, -0.23], [0.87, 1.15, -1.34], [1.25, 1.30, -0.05], [0.09, 0.10, -0.95], [0.04, 0.08, -0.72], [-0.27, -0.10, -0.15]],
  "smiles": "CCOP(=O)(OCC)OCC.CCOP(=O)(OCC)OCC.CCOP(=O)(OCC)OCC.CCOP(=O)(OCC)OCC.CCOP(=O)(OCC)OCC.ClC(Cl)Cl.ClC(Cl)Cl.ClC(Cl)Cl",
  "spin_multiplicity": 1,
  "max_force_ev_per_a": 3.0,
  "energy_ev": -235593.997,
  "orbital_gap_ha": 0.39650,
  "homo_energy_ev": -10.37
}